Entry 1:
The following is a quantum chemistry calculation of a structure of composition C4H3FLuO6, from the OMol25 dataset.

```
15
Properties=species:S:1:pos:R:3:forces:R:3:mulliken_spin:R:1
Lu 0.546315 0.037655 2.357712 1.323 -0.611 -3.169 0.00
F -0.795737 -2.206296 -1.093565 1.827 1.130 0.388 0.00
O -0.388303 -1.176581 0.770822 1.742 0.841 1.366 0.00
O 2.500849 -0.225761 1.274208 -3.759 0.676 3.183 0.00
O -2.696847 2.333309 0.992964 -0.059 0.213 -0.153 0.95
O 3.960315 -0.655023 -0.366064 -2.932 -0.520 0.687 0.00
O -0.744532 1.524212 1.376192 2.267 -0.675 1.305 0.05
O -2.021161 0.798123 -0.368641 0.026 -0.115 0.429 0.01
C -1.735067 1.544204 0.649325 -1.839 -0.305 -0.657 -0.02
C 2.886474 -0.639040 0.154310 1.864 -0.123 -3.607 0.00
C -1.033437 0.111054 -1.146168 2.123 1.332 -1.370 0.00
C -0.372375 -1.090934 -0.481143 -3.540 -2.116 0.602 0.00
H -0.223700 0.817910 -1.385709 -0.363 0.009 -0.197 0.00
H 1.654100 -1.000159 -0.659819 1.212 0.380 0.887 0.00
H -1.536895 -0.172676 -2.074422 0.108 -0.116 0.306 0.00
```
Positions in Å, forces in eV/Å.

Output
⟨S²⟩ = 0.754
HOMO-LUMO gap (spin up / spin down) = 0.2589 / 0.2054 hartree
Charge = +2
Multiplicity = 2

Entry 2:
The following is a quantum chemistry calculation of a structure of composition C4H3FN2S, from the OMol25 dataset.

```
11
Properties=species:S:1:pos:R:3:forces:R:3:mulliken_charge:R:1
S 3.171839 0.259278 -0.073084 -2.295 0.218 -0.147 -0.25
F 0.447241 2.281179 -0.092643 -0.794 -1.332 -0.134 -0.29
N -2.007329 0.360257 -0.153296 -2.070 3.172 3.675 -0.54
N -0.377222 -1.369004 -0.167153 3.079 2.908 1.139 -0.54
C 1.483293 0.100229 -0.113846 3.660 0.792 0.461 0.28
C -0.696252 0.084443 -0.060093 -1.971 -0.569 -1.764 0.40
C 0.355293 0.910813 -0.146366 1.832 2.142 0.522 0.10
C 0.935478 -1.218458 -0.040859 -1.197 -6.782 0.506 -0.15
H -2.480872 -0.526310 0.049829 -0.518 0.739 0.035 0.32
H 1.576932 -2.231412 0.213473 -1.393 2.936 -1.082 0.30
H -2.408405 1.348987 0.584042 1.667 -4.224 -3.212 0.37
```
Positions in Å, forces in eV/Å.

Output
HOMO-LUMO gap = 0.2493 hartree
Multiplicity = 1

Entry 3:
The following is a quantum chemistry calculation of an isolated molecule of C4H3FO, from the OMol25 dataset.

```
9
Properties=species:S:1:pos:R:3:forces:R:3:mulliken_charge:R:1
F 2.107864 1.327821 0.038788 -1.373 -1.103 -0.693 -0.26
O 0.990658 -2.084423 0.086370 -0.367 -0.766 -0.368 -0.44
C -0.931373 -0.383583 -0.028270 0.564 -0.339 -0.979 -0.38
C 0.447937 -1.068792 -0.108409 1.686 3.978 0.992 0.43
C -0.278870 0.980559 0.104131 1.136 0.694 -1.318 -0.29
C 0.960848 0.578318 -0.128252 1.436 -1.727 1.038 0.09
H -0.395338 2.071705 0.146994 -1.278 -0.698 0.416 0.35
H -1.442715 -0.704102 -0.915548 -0.800 0.558 -0.633 0.22
H -1.459012 -0.717499 0.804194 -1.004 -0.597 1.547 0.27
```
Positions in Å, forces in eV/Å.

Output
SMILES string = O=C1CC=C1F
HOMO-LUMO gap = 0.3863 hartree
Multiplicity = 1

Entry 4:
The following is a quantum chemistry calculation of a cluster of 2 separate species, C4H3FO in total, from the OMol25 dataset.

```
9
Properties=species:S:1:pos:R:3:forces:R:3:mulliken_charge:R:1
F 0.906554 0.971289 -0.690896 0.117 0.118 -0.042 -0.21
O 3.037488 -0.943334 0.100561 -0.143 0.154 -2.324 -0.14
C -0.397365 0.689914 -0.968859 -0.686 -0.144 -0.674 -0.22
C -1.146923 0.333121 0.064373 0.735 0.995 -0.938 0.21
C 2.952126 -0.854737 -1.037231 0.236 -0.245 2.325 0.13
C -1.542839 -0.136973 1.215032 0.307 0.102 -0.118 -0.53
H -0.553150 0.802191 -2.102150 -0.354 -0.248 2.196 0.27
H -1.357395 -1.179442 1.274090 -0.081 -1.100 0.406 0.22
H -1.898492 0.317974 2.145078 -0.130 0.366 -0.831 0.27
```
Positions in Å, forces in eV/Å.

Output
HOMO-LUMO gap = 0.3916 hartree
Multiplicity = 1